(1)
# C4H6N2O2

A structure of composition C4H6N2O2 at a distorted geometry (wB97M-V/def2-TZVPD, the Open Molecules 2025 dataset).

Calculated values
* LUMO level: 0.3 eV
* orbital gap: 0.328 hartree
* M: 114.10 g/mol
* maximum force: 3.03 eV Å⁻¹
* total energy: -415.9217 hartree
* E_HOMO: -0.31790 Ha
* relative energy (zero: lowest compared OMol25 entry of this formula, charge and spin): 74.6 kcal per mole

```
14
Properties=species:S:1:pos:R:3:forces:R:3
O -1.8682 -0.9474 -0.2941 0.3 0.1 -0.4
O 0.8556 0.2557 1.7068 0.3 -0.1 -0.2
N -1.4974 1.1048 0.6334 0.2 0.2 -0.3
N 0.9635 1.1738 -1.7386 -0.6 -0.7 0.3
C 0.2864 -0.5878 1.0184 -2.8 1.1 0.2
C 1.2424 -1.1012 -0.6567 -0.4 0.1 -1.0
C 0.9545 0.0943 -1.2187 1.9 -0.1 -0.7
C -1.1541 -0.1521 0.2799 0.8 -0.7 1.8
H 0.6594 -1.9396 -1.0155 -0.1 0.0 0.1
H 0.4869 2.0007 -1.4048 0.0 0.1 0.2
H 2.2688 -1.3067 -0.3834 0.0 0.3 0.2
H -2.4341 1.4378 0.4682 0.1 0.0 0.0
H -0.8697 1.5905 1.2590 -0.1 -0.1 0.0
H 0.1061 -1.6227 1.3464 0.5 -0.3 -0.3
```
Forces are in eV/Å.

=====

(2)
# C4H6N2O2

The molecule C4H6N2O2 at a distorted geometry (wB97M-V/def2-TZVPD, the Open Molecules 2025 dataset).

Calculated values
* LUMO level (spin up / spin down): 0.5 / -3.5 eV
* orbital gap (spin up / spin down): 0.205 / 0.219 hartree
* M: 114.10 g/mol
* maximum force: 7.52 eV Å⁻¹
* total energy: -415.7613 hartree
* spin multiplicity: 3
* E_HOMO (spin up / spin down): -0.18460 / -0.34781 Ha
* relative energy (zero: lowest compared OMol25 entry of this formula, charge and spin): 77.8 kcal per mole
* ⟨S²⟩: 2.018

```
14
Properties=species:S:1:pos:R:3:forces:R:3
O -1.5453 1.8296 0.0176 1.1 -1.6 -1.4
O -2.5947 -0.4767 0.3321 -2.7 0.8 0.2
N -0.6569 -1.6516 -0.3271 -6.7 2.7 1.0
N -0.7820 0.6614 -0.3395 -0.7 5.8 0.6
C 0.5641 -1.5534 -0.0962 4.0 0.6 0.0
C -1.4502 -0.4932 -0.0574 2.4 -7.1 -1.0
C 0.6329 0.8271 -0.1929 2.2 4.3 0.7
C 1.2898 -0.3717 0.3769 3.2 -1.8 0.6
H 0.8820 1.7533 0.5531 -1.1 -1.7 -1.9
H 1.1231 -2.3611 -0.3595 1.7 -2.3 -0.7
H 1.1673 1.1330 -1.1899 -1.5 -0.6 1.5
H 2.4337 -0.4486 0.0233 -2.5 0.3 0.5
H 1.4278 -0.4374 1.5008 -0.7 0.8 -0.8
H -2.4915 1.5891 -0.2413 1.2 -0.3 0.7
```
Forces are in eV/Å.

=====

(3)
# C4H6N2O3

The molecule C4H6N2O3 at a distorted geometry (wB97M-V/def2-TZVPD, the Open Molecules 2025 dataset).

Calculated values
* LUMO level: 0.3 eV
* orbital gap: 0.358 hartree
* M: 130.10 g/mol
* maximum force: 3.24 eV Å⁻¹
* total energy: -491.1888 hartree
* SMILES string: C=NNCC(=O)C(=O)O
* E_HOMO: -0.34812 Ha
* relative energy (zero: lowest compared OMol25 entry of this formula, charge and spin): 70.3 kcal per mole

```
15
Properties=species:S:1:pos:R:3:forces:R:3
O -1.3960 0.6796 -0.3005 -2.2 0.9 1.7
O -0.2686 -1.8552 1.6237 0.5 -1.0 0.2
O -1.8218 0.5451 1.9137 0.3 -0.1 -0.9
N 1.3099 0.5174 -0.6089 0.2 0.3 0.0
N 0.6857 0.1427 -1.7640 1.4 1.6 -2.4
C 1.0525 0.7748 -2.8552 -0.4 -1.1 1.6
C 1.2707 -0.4353 0.4744 1.6 -0.8 -0.2
C -0.0515 -0.8516 1.0305 -1.7 2.2 0.0
C -1.1995 0.2209 0.9371 0.3 -0.4 0.2
H 1.8353 0.0397 1.2971 -0.2 -0.4 -0.2
H -0.7285 0.4128 -0.9136 0.7 -0.7 -1.0
H 1.7538 -1.3878 0.2091 0.3 0.2 0.1
H 1.8904 1.4859 -2.8769 -0.2 -0.2 0.2
H 2.1902 1.0233 -0.7190 -0.3 -0.3 0.1
H 0.5479 0.5969 -3.8032 -0.1 -0.2 0.5
```
Forces are in eV/Å.

=====

(4)
# C4H6N2O3

A cluster of 2 separate species, C4H6N2O3 in total at a distorted geometry (wB97M-V/def2-TZVPD, the Open Molecules 2025 dataset).

Calculated values
* LUMO level: 0.5 eV
* orbital gap: 0.344 hartree
* M: 130.10 g/mol
* maximum force: 4.74 eV Å⁻¹
* total energy: -491.1698 hartree
* SMILES string: NC(=O)C(=O)O.C#CN
* E_HOMO: -0.32620 Ha
* relative energy (zero: lowest compared OMol25 entry of this formula, charge and spin): 82.3 kcal per mole

```
15
Properties=species:S:1:pos:R:3:forces:R:3
O 0.0119 -1.7322 -1.4189 0.3 -0.5 0.0
O 0.2952 1.0290 -1.3239 -0.1 -0.2 0.3
O -1.8452 -1.5413 -0.1580 1.2 -0.3 0.8
N -1.6834 1.1588 -0.1775 0.2 -0.1 0.1
N 2.1736 0.7519 0.8332 0.3 0.9 -0.2
C 0.5301 -1.1361 1.2713 1.5 1.7 0.9
C -0.6134 0.5313 -0.6758 -0.4 -1.7 -0.2
C 1.2771 -0.1710 1.1233 -0.6 -2.2 0.5
C -0.7490 -1.1215 -0.4872 -2.5 3.0 -2.6
H 0.1605 -1.0977 -2.1473 0.4 -0.1 0.7
H -1.7938 2.1563 -0.2667 0.0 -0.1 0.0
H 2.1690 1.0593 -0.1357 0.0 -0.1 0.1
H -2.4062 0.5754 0.2201 0.1 0.1 0.0
H 2.2682 1.5071 1.5009 -0.1 0.0 -0.2
H 0.2055 -1.9694 1.8421 -0.3 -0.4 -0.3
```
Forces are in eV/Å.

=====

(5)
# C4H6N2O3S

A cluster of 2 separate species, C4H6N2O3S in total at a distorted geometry (wB97M-V/def2-TZVPD, the Open Molecules 2025 dataset).

Calculated values
* LUMO level: 0.5 eV
* orbital gap: 0.375 hartree
* M: 162.17 g/mol
* maximum force: 3.97 eV Å⁻¹
* total energy: -889.3453 hartree
* SMILES string: CS(=O)(=O)C=C=N.N=C=O
* E_HOMO: -0.35538 Ha
* relative energy (zero: lowest compared OMol25 entry of this formula, charge and spin): 38.3 kcal per mole

```
16
Properties=species:S:1:pos:R:3:forces:R:3
S 0.7066 1.0814 0.6209 0.2 -2.6 -1.7
O 1.0081 2.1134 1.4993 0.5 2.4 2.7
O -0.1489 1.3486 -0.4958 -0.2 0.2 -0.6
O -1.6143 -1.0494 -1.7519 -0.7 0.8 0.2
N -2.9299 0.8294 -1.1212 -0.1 -0.4 -0.1
N -0.0898 -2.4212 0.2604 -1.4 -2.8 -1.8
C -0.1039 -0.3160 1.5311 2.1 1.8 -2.9
C -0.2709 -1.3861 0.8190 0.4 -0.5 0.2
C -2.2079 -0.0883 -1.4114 0.3 0.1 -0.2
C 2.2566 0.4185 -0.1214 -1.0 -0.1 -2.4
H 1.7060 -0.3626 -0.7320 1.4 0.3 0.5
H -2.7739 1.7441 -0.7176 0.3 -0.5 -0.2
H 2.9800 0.0261 0.5723 -0.1 -0.3 0.5
H -0.7613 -2.9105 -0.4236 1.3 1.6 1.3
H -0.6041 -0.1025 2.3847 -1.1 0.7 2.6
H 2.8478 1.0752 -0.9127 -1.8 -0.7 1.9
```
Forces are in eV/Å.

=====

(6)
# C4H6N2O3S

A cluster of 2 separate species, C4H6N2O3S in total at a distorted geometry (wB97M-V/def2-TZVPD, the Open Molecules 2025 dataset).

Calculated values
* LUMO level (spin up / spin down): -1.1 / -1.1 eV
* orbital gap (spin up / spin down): 0.286 / 0.286 hartree
* M: 162.17 g/mol
* maximum force: 5.70 eV Å⁻¹
* total energy: -889.3245 hartree
* E_HOMO (spin up / spin down): -0.32754 / -0.32752 Ha
* relative energy (zero: lowest compared OMol25 entry of this formula, charge and spin): 51.3 kcal per mole

```
16
Properties=species:S:1:pos:R:3:forces:R:3
S -1.9340 0.8808 -0.3815 3.4 -3.0 1.0
O -2.9395 1.8730 -0.2914 -0.6 0.9 -0.3
O 1.7683 -1.6158 -0.9221 1.3 0.2 -1.0
O -1.6690 0.0083 -1.5298 -0.5 1.7 0.5
N -2.2238 -0.3257 0.8173 2.5 -2.0 -4.7
N 1.0462 -0.8141 1.0180 0.8 -2.0 -1.0
C 1.0861 0.2045 0.0811 -0.3 -0.2 -0.7
C 0.4662 1.4873 0.2299 -1.2 -0.4 -0.1
C 1.6067 -0.2615 -1.0741 -1.1 -1.2 0.2
C 1.5024 -1.8794 0.3344 -1.4 3.4 2.0
H 1.7510 -2.8028 0.7683 0.0 -1.1 0.1
H 0.6997 2.1974 -0.5508 -0.2 0.1 0.0
H 0.6198 1.8215 1.2415 -0.9 0.6 0.3
H -2.0864 0.0210 1.6861 0.3 1.7 3.6
H -1.3092 -0.9278 0.6286 -2.6 1.1 0.7
H 1.6154 0.1333 -2.0553 0.3 0.2 -0.6
```
Forces are in eV/Å.

=====

(7)
# C4H6N2O5

A structure of composition C4H6N2O5 at a distorted geometry (wB97M-V/def2-TZVPD, the Open Molecules 2025 dataset).

Calculated values
* LUMO level: 0.4 eV
* orbital gap: 0.370 hartree
* M: 162.10 g/mol
* maximum force: 6.04 eV Å⁻¹
* total energy: -641.4703 hartree
* E_HOMO: -0.35602 Ha
* relative energy (zero: lowest compared OMol25 entry of this formula, charge and spin): 43.4 kcal per mole

```
17
Properties=species:S:1:pos:R:3:forces:R:3
O 2.5103 1.0356 0.1332 0.5 1.0 -0.2
O -0.6710 -2.7301 0.2502 -0.8 -0.9 0.0
O -0.6764 0.6689 2.1645 0.0 1.9 0.6
O 1.5136 -2.2487 -0.2959 -2.1 -0.7 0.2
O -1.8018 0.8501 0.1593 0.2 0.0 1.7
N 1.6875 0.1354 -0.0104 0.2 -1.8 1.2
N 2.3050 -1.1101 -0.3971 -0.4 -0.5 -2.4
C -0.5709 0.9980 0.8714 1.7 1.7 -4.0
C -1.7356 0.9784 -1.2389 0.8 -2.1 0.9
C 0.4368 0.0109 0.1687 -1.9 -2.8 0.7
C 0.2183 -2.0238 0.0571 2.6 5.5 0.0
H -0.9162 -0.2131 2.0557 -1.0 -2.9 0.9
H -1.2377 0.0972 -1.6943 -0.3 0.5 0.1
H -2.7254 1.0669 -1.5405 -1.8 -0.1 -0.8
H -0.1745 2.0843 0.7503 -0.5 -1.7 0.3
H -1.2556 1.8486 -1.5192 1.4 1.9 -0.6
H 3.0935 -1.4483 0.0859 1.4 1.0 1.4
```
Forces are in eV/Å.

=====

(8)
# C4H6N2OS

The molecule C4H6N2OS at a distorted geometry (wB97M-V/def2-TZVPD, the Open Molecules 2025 dataset).

Calculated values
* LUMO level: 0.7 eV
* orbital gap: 0.337 hartree
* M: 130.17 g/mol
* maximum force: 5.70 eV Å⁻¹
* total energy: -738.8012 hartree
* SMILES string: O/N=C1\CC=CN1S
* E_HOMO: -0.31047 Ha
* relative energy (zero: lowest compared OMol25 entry of this formula, charge and spin): 127.7 kcal per mole

```
14
Properties=species:S:1:pos:R:3:forces:R:3
S 0.8116 0.2256 1.9592 0.3 1.8 2.5
O -2.7405 -0.3398 -0.5740 -4.1 2.6 3.0
N 0.6635 0.3116 0.3420 -0.4 -1.8 -1.2
N -1.6684 -0.1053 0.3113 0.2 0.0 -0.5
C -0.0599 -0.0330 -1.7880 -5.4 1.1 -0.5
C 1.3509 -0.1050 -1.7726 3.5 -0.5 -1.2
C 1.7833 -0.0156 -0.5396 0.2 1.4 2.4
C -0.5901 -0.0161 -0.3306 3.5 0.5 -0.4
H -0.3372 -0.9131 -2.3178 -1.3 -0.7 -0.5
H -0.6676 0.8600 -2.2366 1.5 -1.3 0.1
H -3.5851 0.1873 0.0467 3.7 -2.6 -3.1
H 2.7640 0.0406 -0.0083 -0.9 -0.4 -1.0
H 1.9636 -0.4650 -2.6438 -0.8 0.8 1.0
H 0.9310 -1.0269 2.4163 -0.1 -0.8 -0.8
```
Forces are in eV/Å.

=====

(9)
# C4H6N2OS

A cluster of 2 separate species, C4H6N2OS in total at a distorted geometry (wB97M-V/def2-TZVPD, the Open Molecules 2025 dataset).

Calculated values
* LUMO level: -0.2 eV
* orbital gap: 0.316 hartree
* M: 130.17 g/mol
* maximum force: 4.22 eV Å⁻¹
* total energy: -738.8694 hartree
* E_HOMO: -0.32355 Ha
* relative energy (zero: lowest compared OMol25 entry of this formula, charge and spin): 84.9 kcal per mole

```
14
Properties=species:S:1:pos:R:3:forces:R:3
S -1.0088 1.9257 0.1480 -4.0 1.2 -0.7
O -1.7782 1.4457 -1.0127 1.7 -0.2 0.6
N 0.3264 -1.8067 -0.6404 -2.8 -2.8 -1.3
N -2.1015 2.4080 1.1421 0.5 -1.7 -2.5
C 0.5227 -0.1198 0.7806 0.4 -1.9 -2.4
C 1.1418 -0.9572 -1.3056 1.6 -0.1 -0.6
C 1.3506 0.0698 -0.4095 1.7 0.8 0.0
C -0.1862 -1.2886 0.5004 2.4 1.7 0.5
H -0.8402 -1.7554 1.1706 -0.9 -1.0 0.3
H 2.2438 0.7145 -0.6004 -1.4 0.0 0.5
H -1.7309 2.9267 1.8647 1.3 1.3 2.3
H 0.4612 0.3553 1.7241 0.3 0.6 0.4
H 1.6643 -1.2305 -2.3329 -1.4 0.7 2.6
H -0.0652 -2.6875 -1.0288 0.5 1.2 0.2
```
Forces are in eV/Å.

=====

> Which value of total energy does entry 1 give?

-415.9217 hartree

=====

> What is the formula in the fourth record?

C4H6N2O3

=====

> Which formula does entry 9 have?

C4H6N2OS

=====

> What is the total energy in the first record?

-415.9217 hartree